Computed, not measured: a cluster of 2 separate species, C5H8O in total at a distorted geometry, with wB97M-V/def2-TZVPD.

```
14
Properties=species:S:1:pos:R:3:forces:R:3
O 0.718 1.509 -1.337 0.9 -0.2 -0.1
C -1.504 0.902 -0.125 0.0 0.1 0.2
C 1.558 0.780 -0.861 0.3 0.7 -0.7
C -0.735 0.401 0.832 -0.3 0.6 0.0
C 0.326 -0.607 0.686 -0.9 -0.8 0.7
C -0.128 -1.709 0.093 0.2 -0.4 0.0
H 1.892 -0.149 -1.354 -0.1 0.1 0.0
H -0.920 -1.613 -0.644 -0.2 -0.2 0.5
H 2.123 1.055 0.053 -0.2 0.0 -0.1
H -2.319 1.567 0.120 -0.1 -0.1 0.0
H 0.140 -2.691 0.444 0.8 -0.4 -0.7
H -1.334 0.682 -1.177 0.0 0.2 0.3
H 1.163 -0.634 1.385 -0.4 -0.1 0.0
H -0.979 0.507 1.886 0.0 0.6 -0.1
```
Positions in Å, forces in eV/Å.

Results
* E_HOMO: -8.90 eV
* ΔE to the lowest compared entry with this formula, charge and spin: 341.7 kJ/mol
* 2S+1: 1

Computed, not measured: the ion C2H9N6 with charge +1 at a distorted geometry, with wB97M-V/def2-TZVPD.

```
17
Properties=species:S:1:pos:R:3:forces:R:3
N 1.290 -0.835 0.041 1.5 0.7 -0.1
N -0.494 -2.122 -0.298 -1.2 -4.2 -2.7
N 2.108 0.114 0.457 2.2 -0.5 1.5
N -2.255 -0.133 0.226 -3.7 -0.5 -2.4
N 2.976 0.674 -0.580 -2.1 1.7 0.6
N -2.830 0.982 -0.196 2.6 -0.6 1.4
C 0.055 -1.036 0.137 -2.8 1.1 1.5
C -1.120 -0.170 0.909 3.2 2.5 0.5
H -2.557 1.871 0.204 -0.1 0.2 -0.1
H 3.021 -0.008 -1.342 -0.2 0.4 0.1
H 2.438 1.581 -0.878 1.5 -2.3 0.3
H 2.701 -0.152 1.372 -1.7 0.8 -2.6
H 0.071 -2.714 -0.925 -0.1 0.4 0.8
H -3.680 0.886 -0.675 -1.1 -0.2 -0.6
H -1.277 -0.783 1.756 0.1 -0.7 1.2
H -0.722 0.837 1.188 0.1 -0.6 0.0
H -1.491 -2.497 -0.306 1.7 1.9 0.5
```
Positions in Å, forces in eV/Å.

Results
* E_HOMO (spin up / spin down): -11.56 / -13.62 eV
* ΔE to the lowest compared entry with this formula, charge and spin: 338.6 kJ/mol
* charge: +1
* 2S+1: 1

Computed, not measured: a structure of composition C13H28I2N3O2, with wB97M-V/def2-TZVPD.

```
48
Properties=species:S:1:pos:R:3:forces:R:3
I 3.673 2.481 -2.294 0.4 0.3 -0.2
I 4.103 -0.615 -3.968 0.0 -0.1 -0.2
O -0.303 3.020 -0.088 -0.3 -0.4 0.2
O -0.987 -3.044 1.589 0.1 0.2 0.1
N 0.931 0.396 0.188 -0.1 -0.1 0.0
N -1.981 4.030 -1.217 0.1 -0.1 0.0
N -1.568 -3.687 3.682 0.0 0.0 -0.1
C 2.996 0.708 -1.321 -0.1 0.0 0.1
C -3.401 4.294 -1.371 -0.1 0.0 0.0
C -0.131 -0.661 -1.657 0.3 0.1 0.1
C 0.501 0.690 -2.098 -0.1 -0.1 0.2
C 0.429 -0.946 -0.257 0.0 0.0 -0.1
C -2.498 -4.684 3.167 0.0 0.0 0.0
C -1.039 4.656 -2.139 0.0 0.0 0.0
C -1.412 -3.541 5.115 0.0 0.0 0.0
C 4.109 -1.543 -1.125 0.0 -0.1 0.0
C 1.535 1.066 -1.030 -0.1 0.1 0.0
C 3.250 -0.649 -2.014 0.1 0.0 0.3
C -0.885 -2.943 2.806 -0.1 -0.2 0.0
C -1.505 3.251 -0.249 0.0 0.3 0.0
H 3.576 0.732 -0.398 -0.1 0.0 0.0
H 4.167 -2.557 -1.516 0.0 0.0 -0.1
H -2.959 -5.193 4.009 0.0 0.0 0.0
H -1.600 5.257 -2.849 0.0 0.0 0.0
H -0.338 5.291 -1.598 0.0 0.0 0.0
H 2.295 -1.123 -2.212 0.0 0.0 0.0
H -1.976 -5.410 2.545 0.0 0.0 0.0
H -0.262 1.468 -2.085 0.0 0.0 -0.2
H 3.687 -1.602 -0.115 0.0 0.0 0.0
H 5.125 -1.153 -1.052 0.0 0.0 0.1
H -0.204 -2.223 3.290 0.0 0.0 0.0
H -2.358 -3.265 5.584 0.0 0.0 0.0
H -3.607 5.360 -1.270 0.0 0.0 0.0
H 0.158 -1.476 -2.318 -0.1 0.0 -0.1
H -1.060 -4.470 5.565 0.0 0.0 0.0
H -1.217 -0.597 -1.657 0.0 -0.1 0.0
H -3.953 3.760 -0.600 0.0 0.0 0.0
H -3.270 -4.213 2.559 0.0 0.0 0.0
H -0.463 3.905 -2.679 0.0 0.0 0.0
H -3.752 3.962 -2.348 0.0 0.0 0.0
H -0.260 -1.371 0.473 0.0 0.0 -0.1
H 1.545 0.362 1.002 0.1 0.0 -0.1
H 1.299 -1.597 -0.311 0.0 0.0 0.1
H 0.939 0.653 -3.093 0.0 0.0 0.0
H 0.146 1.017 0.427 0.0 0.1 0.1
H 1.483 2.124 -0.803 0.0 -0.1 0.0
H -2.279 2.838 0.413 0.0 0.0 0.0
H -0.682 -2.759 5.321 0.0 0.0 0.0
```
Positions in Å, forces in eV/Å.

Results
* E_HOMO: -11.39 eV
* charge: +1
* 2S+1: 1

Computed, not measured: a structure of composition C43H42BrIrN8O, with wB97M-V/def2-TZVPD.

```
96
Properties=species:S:1:pos:R:3:forces:R:3
Ir -0.129 0.836 -0.279 -0.2 0.0 -0.2
Br 7.706 -3.289 3.816 0.0 0.0 0.0
O -0.341 -1.204 -0.968 -0.3 0.3 0.1
N -2.104 1.313 0.052 0.1 0.1 0.1
N -0.051 1.788 -2.112 -0.1 0.2 0.0
N 1.840 0.261 -0.728 -0.1 0.0 0.2
N 4.247 -3.732 -2.009 -0.1 -0.3 0.1
N -0.362 0.376 1.695 0.4 -0.2 -0.1
N -2.361 -2.406 0.780 0.0 -0.1 0.1
N 5.465 -3.353 -1.765 0.2 0.3 -0.1
N 0.351 2.661 0.290 0.1 0.2 -0.2
C 3.204 -1.570 -1.491 0.0 -0.1 0.0
C 5.715 -3.849 1.875 0.0 0.0 0.0
C 0.127 6.139 -1.009 0.0 0.0 0.0
C 0.436 5.294 -3.296 0.0 0.0 0.0
C 6.997 -3.345 2.075 0.0 0.0 0.0
C -4.575 -3.209 0.332 0.0 0.0 0.0
C -2.513 1.226 1.310 -0.1 0.0 -0.1
C 0.782 0.487 2.580 0.0 0.1 0.0
C 3.205 -2.989 -1.901 -0.1 0.1 -0.1
C 4.157 0.591 -1.133 0.0 0.0 0.0
C -5.949 -4.422 2.071 0.0 0.0 0.0
C -4.198 0.851 4.031 0.0 0.0 0.0
C 0.751 -3.081 -1.867 0.0 0.1 0.0
C -3.596 -3.596 2.455 0.0 0.0 0.0
C -1.502 0.286 -3.423 0.0 -0.1 0.1
C 0.273 6.315 -2.367 0.0 0.0 0.0
C 7.241 -2.925 -0.267 0.0 0.0 0.0
C 0.713 -1.753 -1.283 0.2 -0.2 0.0
C 5.181 -3.879 0.604 0.0 0.0 0.1
C -4.693 -3.740 1.611 0.0 0.0 0.0
C 0.714 2.929 1.678 0.0 0.1 0.0
C -1.587 0.508 2.200 -0.2 -0.1 0.0
C -2.754 1.166 -3.402 0.0 0.0 0.0
C -1.929 -0.027 3.450 0.0 0.0 0.0
C -2.472 -2.928 2.001 -0.1 0.0 0.0
C 1.545 1.800 2.298 0.0 0.0 0.0
C -2.916 2.022 -0.943 0.0 0.0 0.0
C 0.134 4.969 -0.260 -0.1 0.0 0.0
C 0.151 3.096 -2.023 0.0 0.0 0.0
C -3.506 1.159 -2.074 0.0 0.0 0.1
C -4.357 1.762 2.995 0.0 0.0 0.0
C -3.402 -2.566 -0.032 0.0 0.1 0.0
C 0.215 3.619 -0.630 0.1 -0.1 0.1
C 1.927 -3.643 -2.172 0.1 0.0 0.0
C 0.392 3.924 -3.149 0.0 0.0 0.0
C 1.982 -1.012 -1.140 -0.1 -0.1 0.1
C 7.765 -2.890 1.006 0.0 0.0 0.0
C -3.085 0.058 4.212 0.0 0.0 0.0
C 5.933 -3.397 -0.484 0.0 -0.2 -0.1
C 4.321 -0.733 -1.490 0.1 0.1 0.0
C -0.206 1.077 -3.375 0.2 0.0 0.0
C 2.908 1.053 -0.743 0.0 0.1 -0.1
C -3.616 1.944 1.846 0.0 -0.1 0.0
H 0.283 7.330 -2.742 0.0 0.0 0.0
H -6.537 -3.748 2.697 0.0 0.0 0.0
H 8.766 -2.520 1.178 0.0 0.0 0.0
H 7.819 -2.592 -1.119 0.0 0.0 0.0
H 0.570 3.390 -4.070 0.0 0.0 0.0
H -0.175 3.136 2.289 0.0 -0.1 0.0
H -5.387 -3.299 -0.379 0.0 0.0 0.0
H 1.988 -4.639 -2.593 0.0 0.0 0.0
H -1.613 -2.804 2.651 0.0 0.0 0.0
H -3.293 -2.156 -1.032 0.0 0.0 0.0
H 1.457 -0.367 2.475 0.0 0.0 0.0
H 5.290 -1.106 -1.791 0.0 0.0 0.0
H -0.199 1.760 -4.222 0.0 0.0 0.0
H -3.086 -0.567 5.099 0.0 0.0 0.0
H -1.477 -0.342 -4.317 0.0 0.1 0.0
H 0.445 0.507 3.617 0.0 0.0 0.0
H -3.761 2.482 -0.449 0.0 0.1 0.0
H -4.971 0.813 4.786 0.0 0.0 0.0
H -5.720 -5.306 2.666 0.0 0.0 0.0
H -4.511 1.545 -2.259 0.0 0.0 0.0
H -3.635 0.135 -1.712 0.0 0.0 0.0
H 0.021 5.126 0.805 0.0 0.0 0.0
H 2.743 2.085 -0.464 0.0 0.0 0.0
H 1.960 2.173 3.237 0.0 0.0 0.0
H -2.492 2.202 -3.645 0.0 0.0 0.0
H 4.194 -4.292 0.445 0.0 0.0 0.0
H 1.332 3.830 1.702 0.0 0.0 0.0
H 2.404 1.607 1.658 0.0 0.0 -0.1
H 0.009 7.044 -0.423 0.0 0.0 0.0
H 4.992 1.277 -1.147 0.0 0.0 0.0
H -5.196 2.443 3.094 0.0 0.0 0.0
H 5.149 -4.226 2.716 0.0 0.0 0.0
H -3.618 -3.999 3.460 0.0 0.0 0.0
H -1.541 -0.395 -2.573 0.0 -0.1 -0.1
H 0.651 0.405 -3.513 0.0 0.0 0.1
H -2.333 2.842 -1.367 0.0 0.0 0.0
H -0.194 -3.580 -2.029 0.0 0.0 0.0
H -6.569 -4.722 1.228 0.0 0.0 0.0
H 0.615 5.621 -4.315 0.0 0.0 0.0
H -3.437 0.841 -4.190 0.0 0.0 0.0
H -3.950 2.778 1.248 0.0 0.0 0.0
H -1.174 -0.686 3.860 0.0 0.0 0.0
```
Positions in Å, forces in eV/Å.

Results
* expectation value of S²: 0.79
* E_HOMO (spin up / spin down): -9.15 / -9.15 eV
* ΔE to the lowest compared entry with this formula, charge and spin: 101.8 kJ/mol
* charge: +1
* 2S+1: 2

Computed, not measured: a cluster of 2 separate species, C20H33BFO4 in total at a distorted geometry, with wB97M-V/def2-TZVPD.

```
59
Properties=species:S:1:pos:R:3:forces:R:3
F 1.045 2.902 -2.911 -1.1 -0.9 0.5
O -4.940 -2.903 3.748 -0.2 -0.2 0.3
O 4.920 3.321 2.221 -2.8 -1.6 -4.6
O -0.022 0.330 -0.304 0.7 -0.4 1.7
O 1.934 1.560 -0.446 1.6 -0.2 2.1
C 1.592 -0.308 -3.720 1.0 -0.4 -0.3
C 2.800 1.624 1.952 1.4 1.6 -1.3
C 0.171 2.058 -2.067 -1.3 0.6 -0.4
C -0.392 -0.246 1.963 -0.7 -1.2 2.2
C 2.417 -3.461 -2.809 -0.8 -0.1 0.0
C 3.670 4.351 2.051 0.8 0.0 -2.1
C 0.764 0.071 0.913 -2.3 1.8 -1.1
C 0.485 -1.792 -1.899 1.0 -0.5 0.5
C -2.872 0.100 2.886 4.0 -1.9 -0.1
C 3.835 2.834 1.304 0.5 -0.6 3.6
C -1.160 1.573 -2.843 -0.7 0.8 1.3
C -0.073 -1.337 3.051 -3.7 2.0 -0.3
C -2.434 2.372 -2.209 0.7 0.3 -0.1
C 1.429 -0.499 -2.128 0.8 -1.0 -1.4
C -1.183 -1.718 4.071 -0.5 2.8 -2.9
C -2.569 -0.995 3.967 2.2 0.7 -1.6
C 0.862 -3.057 -2.839 -0.6 -0.1 0.9
C -5.486 -2.457 2.515 -0.1 -0.1 0.1
C -1.766 0.478 1.867 0.5 -2.8 3.0
C 1.551 1.481 0.968 0.1 0.2 -1.0
B 0.968 0.844 -1.302 -1.3 0.1 0.3
H 2.474 -0.803 -1.723 -1.5 0.4 -0.7
H -0.633 -1.579 -1.983 1.5 -0.1 0.0
H 1.544 -0.728 0.664 -1.1 0.7 1.0
H 2.488 -4.610 -2.770 0.1 1.8 -0.3
H 1.766 0.765 -4.065 -0.3 -1.3 0.7
H -4.694 -1.990 1.929 0.0 -0.1 0.2
H -0.202 2.777 -1.236 0.7 -0.9 -1.3
H 2.529 2.012 2.995 0.3 -0.7 -1.6
H 0.974 -1.816 3.036 -2.0 0.8 0.1
H -0.980 -2.524 4.860 -0.5 1.4 -1.3
H -5.658 -3.312 4.247 0.2 0.1 -0.1
H 2.541 -0.900 -4.026 -1.6 0.9 0.1
H -1.313 0.472 -2.563 0.3 1.4 -0.9
H 4.025 2.816 0.118 -0.4 0.2 3.0
H -6.276 -1.726 2.704 0.0 0.1 -0.2
H 0.687 -2.139 -0.813 -0.6 0.5 -1.6
H 2.927 -3.027 -3.736 -0.4 -0.8 1.5
H -3.383 -1.296 4.720 1.4 0.6 -1.5
H -5.890 -3.309 1.962 -0.1 0.1 -0.2
H 0.278 -3.957 -2.409 0.7 1.3 -0.7
H 3.552 4.775 0.957 1.3 -0.4 0.7
H -3.436 2.015 -2.624 1.3 0.5 0.5
H -3.879 0.618 2.782 1.5 -0.9 0.4
H 0.876 2.411 1.118 0.6 -1.7 0.3
H 0.450 -2.876 -3.891 0.9 -0.4 1.3
H 4.471 5.116 2.290 -1.7 -0.1 0.9
H 2.901 -3.062 -1.852 -0.6 -0.4 -1.4
H -1.972 1.267 1.074 0.6 -1.4 1.2
H 3.456 0.686 2.008 -1.0 1.2 -0.2
H 0.720 -0.742 -4.326 1.1 0.7 0.9
H -2.448 2.264 -1.061 0.1 0.0 -1.8
H -2.291 3.501 -2.423 -0.4 -1.8 0.3
H -1.152 1.775 -3.965 0.2 -0.5 1.5
```
Positions in Å, forces in eV/Å.

Results
* E_HOMO: -4.78 eV
* charge: -1
* 2S+1: 1

Computed, not measured: a structure of composition C5H5AlFO4 at a distorted geometry, with wB97M-V/def2-TZVPD.

```
16
Properties=species:S:1:pos:R:3:forces:R:3
Al 2.571 -0.087 0.146 3.0 -2.0 2.5
F 0.024 2.325 -0.906 1.1 -1.2 1.0
O 1.352 0.637 -0.448 -0.3 -0.2 -2.9
O -0.850 0.562 0.178 2.4 -0.2 -1.4
O -2.488 0.387 1.709 1.9 0.9 -0.7
O -0.700 1.709 2.052 2.2 1.2 0.0
C 0.375 1.340 0.026 -6.4 3.5 0.3
C -1.453 0.843 1.327 -3.4 -1.5 1.2
C 2.743 -1.068 2.198 -0.3 -2.1 -1.3
C 2.991 0.244 2.347 -0.7 3.7 0.6
C 0.476 1.951 1.396 -0.9 0.0 0.4
H 4.010 0.643 2.356 0.1 -0.1 0.1
H 3.559 -1.785 2.062 0.0 0.0 0.3
H 1.721 -1.458 2.238 0.0 -0.1 0.2
H 2.126 1.044 2.513 1.7 -1.8 -0.2
H 0.989 2.882 1.628 -0.1 0.0 0.0
```
Positions in Å, forces in eV/Å.

Results
* expectation value of S²: 0.75
* E_HOMO (spin up / spin down): -17.10 / -18.35 eV
* charge: +2
* 2S+1: 2

Computed, not measured: a structure of composition C27H26AuN7O2 at a distorted geometry, with wB97M-V/def2-TZVPD.

```
63
Properties=species:S:1:pos:R:3:forces:R:3
Au -0.132 0.386 -0.020 -0.1 0.1 -0.3
O 7.073 0.096 -4.851 0.1 0.2 0.1
O 4.555 1.392 -3.022 0.1 -0.2 0.1
N -1.752 1.374 0.687 0.0 0.1 0.3
N 6.614 0.541 -2.572 -0.1 0.2 0.1
N 1.601 -0.771 -0.382 0.3 0.2 0.0
N 1.610 -2.182 -0.155 0.2 0.3 -0.2
N -0.015 -0.966 1.963 1.0 0.3 0.1
N 2.672 -0.031 0.373 -0.1 0.0 0.1
N -2.087 1.297 2.012 0.0 -0.2 0.1
C 0.217 -0.647 4.324 0.0 0.0 -0.4
C -0.358 -4.454 2.786 0.0 -0.2 0.0
C 7.210 1.027 -3.804 -0.2 -0.3 -0.1
C -0.944 2.063 6.700 0.0 0.0 -0.1
C 0.039 0.085 5.473 0.0 0.1 0.2
C -0.767 1.219 5.468 0.0 0.0 0.1
C 1.071 -4.247 0.813 -0.1 -0.3 0.2
C 5.441 -0.139 0.078 0.2 -0.3 0.5
C 0.614 -6.523 1.687 -0.1 0.0 0.1
C -1.386 1.577 4.270 0.0 0.2 0.2
C -3.323 1.840 2.186 0.1 -0.2 0.2
C 2.395 -0.521 -1.681 0.0 -0.2 0.2
C 0.951 -2.843 0.803 -0.1 -0.2 -0.1
C 0.467 -5.039 1.758 0.1 0.0 -0.1
C 4.768 0.294 -0.980 -0.2 0.3 0.0
C 3.005 -1.857 -1.936 0.0 0.2 -0.2
C 3.280 0.462 -0.899 0.1 -0.3 0.2
C 5.322 0.788 -2.278 -0.1 -0.1 -0.2
C -2.767 1.956 0.069 -0.1 0.1 -0.1
C -3.785 2.270 0.977 -0.1 0.1 -0.3
C -1.236 0.866 3.096 0.2 -0.2 -0.3
C 4.765 -0.636 1.295 0.6 0.1 -0.3
C 0.150 -2.233 1.901 -0.5 -0.5 0.0
C 3.441 -0.676 1.366 -0.5 -0.1 -0.4
C 2.554 -2.750 -1.080 -0.1 -0.2 0.1
C -0.387 -0.285 3.100 -0.7 0.4 0.5
C -0.510 -3.129 2.846 0.1 0.0 0.0
H 1.599 -6.811 1.322 0.0 0.0 0.0
H 3.703 -2.050 -2.741 -0.1 0.0 0.1
H -2.726 2.109 -0.999 0.0 0.0 0.1
H -0.128 -6.930 0.991 0.0 0.0 0.0
H 1.804 -0.137 -2.508 -0.1 0.1 0.0
H 0.896 -1.491 4.319 0.0 0.1 0.0
H 0.439 -6.986 2.657 0.0 0.0 0.0
H 2.817 -3.791 -1.025 0.0 0.1 0.0
H 6.526 -0.171 0.065 -0.1 0.0 0.0
H -0.285 2.935 6.654 0.0 0.0 0.0
H 2.994 1.491 -1.095 0.0 0.1 0.0
H 6.741 1.977 -4.035 0.0 0.1 -0.1
H 8.266 1.178 -3.621 0.2 0.0 0.0
H -3.801 1.848 3.153 0.1 0.0 -0.1
H 2.902 -1.090 2.212 0.0 0.2 -0.1
H 5.355 -0.983 2.133 0.0 0.0 -0.1
H 6.322 0.342 -5.400 0.0 0.0 0.0
H -0.876 -5.096 3.489 0.0 0.0 -0.1
H 1.631 -4.745 0.039 0.0 0.0 0.1
H -1.965 2.436 6.785 0.0 0.0 0.0
H 7.133 -0.120 -2.022 0.0 0.0 0.1
H 0.551 -0.209 6.382 0.0 0.0 -0.1
H -1.168 -2.683 3.580 0.0 0.1 -0.1
H -2.004 2.467 4.261 0.0 0.0 0.0
H -4.731 2.743 0.769 0.1 -0.1 0.0
H -0.695 1.509 7.603 0.0 0.0 0.0
```
Positions in Å, forces in eV/Å.

Results
* E_HOMO: -13.73 eV
* charge: +2
* 2S+1: 1